Run w
The following is a DFT calculation (the ωB97M-V functional and the def2-TZVPD basis) of a cluster of 2 separate species, C3H7O2S in total.

Results
E_HOMO: -3.14 eV
total charge: -1

Last column: Mulliken charge in e.
Element x y z (Å)
O  3.028  -1.188  1.174  -0.56
C  1.897  -0.762  1.026  0.05
C  0.801  -1.406  0.319  -0.38
C  -0.590  -0.807  0.345  -0.67
S  -0.685  1.004  0.146  -0.64
H  1.716  0.321  1.180  0.28
H  0.750  -2.488  0.449  0.31
H  1.152  -1.118  -0.699  0.17
H  -1.223  -1.112  1.175  0.29
H  -1.105  -1.340  -0.482  0.24
H  -1.831  2.269  -1.245  0.24
H  -1.578  3.620  -1.726  0.30
O  -2.331  3.008  -1.661  -0.64

=====

Run x
The following is a DFT calculation (the ωB97M-V functional and the def2-TZVPD basis) of a cluster of 2 separate species, C3H7O2S in total.

Results
E_HOMO: -4.25 eV
total charge: -1

Last column: Mulliken charge in e.
Element x y z (Å)
C  1.067  -1.090  0.357  -0.99
C  1.044  0.402  0.447  -0.03
S  1.031  1.040  2.267  -0.33
H  2.095  -1.472  0.462  0.37
H  0.424  -1.656  1.010  0.28
H  0.819  -1.346  -0.686  0.26
H  0.041  0.706  0.127  -0.08
H  1.807  0.998  -0.042  0.36
H  -0.010  1.767  1.929  0.13
O  -1.796  -0.420  -0.401  -0.64
C  -2.054  0.176  -1.478  -0.01
O  -2.063  1.404  -1.710  -0.66
H  -2.407  -0.509  -2.281  0.35

=====

Order from most stable to least stable according to the calculation: run x, run w